Entry 1:
ORCA calculation (wB97M-V/def2-TZVPD) on the molecule C14H21NO2.

Geometry as XYZ:
```
38
Properties=species:S:1:pos:R:3:forces:R:3
C 6.013745 1.203647 0.725251 0.0998 0.1371 -0.0287
H 5.541090 2.130807 1.066678 0.0153 -0.0243 -0.0277
O 5.195369 0.086542 0.963929 -0.2003 -0.2143 0.0234
C 3.972733 0.037632 0.351727 -0.1103 -0.1620 0.0348
C 3.202199 -1.091270 0.613776 0.2854 0.2297 0.0172
C 1.949668 -1.248770 0.052828 -0.2388 -0.0164 -0.1301
C 1.432533 -0.270006 -0.791829 0.2170 0.2074 -0.0432
C 2.207008 0.857926 -1.052908 -0.3103 -0.2425 0.0045
C 3.460146 1.015538 -0.493847 0.2512 -0.0027 0.1327
H 4.023957 1.905240 -0.725504 0.0732 0.0707 -0.0040
H 1.803264 1.611556 -1.710118 -0.0523 0.0950 -0.0775
O 0.229111 -0.318889 -1.432224 0.1738 0.2044 -0.0740
C -0.698632 -1.322989 -1.099860 -0.2518 -0.2205 0.3875
C -1.350988 -1.111873 0.276295 0.1088 -0.0354 -0.3430
N -2.191167 0.067981 0.271879 0.2671 0.1738 0.1645
H -2.224139 0.491108 1.192251 0.0533 0.0091 -0.0654
C -3.540983 -0.109131 -0.227014 -0.0301 -0.0140 0.0000
C -4.160131 1.270652 -0.534872 -0.2016 -0.1178 -0.0660
H -4.195040 1.469015 -1.603911 0.0843 0.0861 -0.0480
H -3.536471 2.036834 -0.073722 0.0458 0.0312 -0.0070
C -5.549726 1.262000 0.101039 0.0592 0.0929 0.0629
H -5.891911 2.262056 0.363262 -0.0902 0.0314 -0.0546
H -6.275015 0.818301 -0.583108 -0.0855 0.0013 -0.0186
C -5.375043 0.359213 1.317998 -0.1182 -0.0822 -0.1183
H -4.840687 0.896683 2.103734 0.0044 0.0421 0.0799
H -6.322898 0.009352 1.725309 0.0034 0.0323 0.1136
C -4.514854 -0.779870 0.776235 0.0493 -0.0026 -0.0219
H -5.145109 -1.503682 0.257853 -0.0641 -0.0554 0.0185
H -3.976797 -1.305937 1.565762 0.0319 -0.1146 -0.0464
H -3.470155 -0.709702 -1.137104 -0.0155 0.0310 0.0219
H -0.560001 -0.964021 1.014735 -0.0704 -0.0947 0.0076
H -1.899762 -2.033121 0.538015 0.0858 0.0338 0.0279
H -0.239101 -2.319255 -1.146945 -0.0325 0.0748 -0.0518
H -1.458396 -1.255000 -1.881489 0.0552 -0.1093 0.0675
H 1.392877 -2.144375 0.280121 -0.0786 -0.0629 0.0114
H 3.606259 -1.847380 1.268454 0.0439 -0.0912 0.0769
H 6.270066 1.296882 -0.335469 -0.0164 0.0126 0.0337
H 6.922717 1.031831 1.300013 -0.0409 0.0660 -0.0602
```
Positions in Å, forces in eV/Å.

Computed properties:
total energy = -751.26615 a.u.
SMILES = COc1ccc(OCCNC2CCCC2)cc1
ΔE to the lowest compared entry with this formula, charge and spin = 38.0 kcal per mole
2S+1 = 1
HOMO-LUMO gap = 0.3192 hartree
HOMO level = -7.746 eV

---

Entry 2:
ORCA calculation (wB97M-V/def2-TZVPD) on a structure of composition C14H22Al2BrCl2F3LiO9 in a non-equilibrium geometry.

Geometry as XYZ:
```
54
Properties=species:S:1:pos:R:3:forces:R:3
C 2.803208 -2.551680 3.593783 -0.2455 -1.3288 0.2957
C 2.737373 -2.117968 2.447038 -0.9980 0.7384 -0.8306
O 2.250169 -1.431076 1.359755 1.1394 -0.1969 3.0090
C 2.145369 -0.077051 1.731979 -0.3681 1.1238 -0.3090
O 2.062390 0.757605 0.881660 0.9835 -3.4052 -0.4315
O 2.189411 0.232545 3.112950 -1.7925 -1.1450 -1.7026
C 0.885100 0.122308 3.735483 0.5402 -0.4186 1.9799
O 0.190179 1.389194 3.712624 0.1576 -2.0273 -0.3842
C -1.223316 1.231614 3.450120 -1.5338 0.9094 -0.8803
C -1.592070 0.710244 1.993322 -0.1788 0.7602 0.2099
O -2.531163 -0.374238 2.072411 1.7000 -0.1646 -0.2622
C -1.964283 -1.653286 1.781635 -0.3884 -1.6233 -0.4582
C -1.847350 -2.622964 3.047731 0.4532 0.6425 0.2572
H 2.992863 -2.887340 4.631470 0.1102 0.3367 -1.3543
H 0.294001 -0.745199 3.319834 0.3895 1.2537 -1.0241
H 1.100653 -0.089791 4.851049 0.7722 0.8996 -0.7899
H -1.756354 0.578974 4.203926 0.8866 0.5407 -0.5076
H -1.679403 2.258091 3.551433 0.7500 -1.0597 0.2113
H -2.108133 1.527351 1.407788 0.5763 -0.8013 0.7704
H -0.645915 0.480866 1.433006 -0.8551 -0.1542 0.3706
H -2.654301 -2.145708 1.034391 0.7664 0.4713 0.8459
H -0.953981 -1.628245 1.293518 -0.8292 0.4554 0.3579
H -1.907788 -1.948666 3.973390 -1.5179 -0.8618 -1.2972
H -0.845213 -3.168304 3.092764 -0.9979 0.2687 -0.4197
H -2.656717 -3.396383 3.094177 0.7527 0.9146 0.1779
C 3.905799 2.117781 -1.001958 -1.9312 -3.4782 -3.0943
O 4.785693 1.989812 -0.084413 1.7837 -0.4347 2.3349
O 3.336025 3.276951 -1.295354 -1.3185 3.7304 2.6411
O 3.485238 1.199464 -1.696906 0.9878 -0.2968 0.7391
Li -0.474724 -1.861459 4.532769 1.2706 -0.4828 0.8032
Cl 0.506365 4.617497 -5.413073 -0.0419 0.0077 0.0711
C 1.269850 3.250435 -4.563951 0.1715 -0.0199 -0.0453
C 0.769060 1.913840 -5.058022 0.2285 -0.1114 -0.0005
Cl -0.933194 1.630885 -4.611199 -0.0437 0.0159 0.0131
H 1.088031 3.372412 -3.496221 -0.0762 -0.0633 -0.0813
H 2.343262 3.330740 -4.738181 -0.0604 -0.0787 -0.0288
H 1.352410 1.111368 -4.605342 -0.0130 0.0974 0.0465
H 0.854989 1.827285 -6.140624 -0.0956 0.1066 0.0795
Al 5.600777 0.419099 0.597423 1.5185 2.3292 -1.9795
C -3.738417 -2.355630 -5.168534 -0.1659 -0.2792 0.0432
C -4.251336 -1.832265 -3.851980 -0.2553 -0.2785 0.1711
O -4.974717 -2.499923 -3.145478 0.1805 0.1449 -0.0613
C -3.828128 -0.443053 -3.447156 -0.1487 0.0154 0.3202
H -4.121445 -3.363370 -5.330220 0.0143 0.0900 0.0390
H -4.082093 -1.715161 -5.982955 0.2060 0.0612 -0.0077
H -2.647310 -2.393244 -5.154594 -0.0122 0.1744 -0.1366
H -4.175907 0.282132 -4.185307 0.2151 0.0178 -0.0502
H -2.740942 -0.396845 -3.356819 -0.0057 0.1128 -0.2120
H -4.270887 -0.198392 -2.480650 -0.0108 -0.0470 -0.0854
F 8.147713 0.941147 -0.246659 -2.7132 -0.6729 0.9883
F 2.381514 0.841671 5.694625 -0.5825 -0.5478 -0.3852
Al 2.297703 4.115997 -0.050051 1.1528 -2.5787 0.2015
Br 1.424142 2.663371 2.217579 -0.7081 4.8837 -0.4815
F 1.405800 -4.293439 3.256015 0.1811 1.4542 0.3235
```
Positions in Å, forces in eV/Å.

Computed properties:
total energy = -5509.38480 a.u.
2S+1 = 1
HOMO-LUMO gap = 0.0846 hartree
HOMO level = -11.331 eV
net charge = +1

---

Entry 3:
ORCA calculation (wB97M-V/def2-TZVPD) on a cluster of 3 separate species, C14H22ClF3IO8P in total in a non-equilibrium geometry.

Geometry as XYZ:
```
50
Properties=species:S:1:pos:R:3:forces:R:3
C -2.580947 -0.476268 -2.032534 0.9837 0.0568 -0.1236
C -1.562054 -0.266899 -3.201830 -0.4691 -0.8223 0.4889
C -0.377105 -1.253621 -2.929778 -1.0757 0.7120 -0.6070
Cl 0.224802 -1.958022 -4.489509 -0.0659 -0.1227 0.3680
P 0.945098 -0.346126 -1.869148 0.3982 -0.1514 0.2716
O 2.004246 0.583932 -0.844043 -0.2413 -0.1310 0.3739
C 1.303910 -1.831785 -0.794599 0.1277 -0.1279 0.2912
C 0.918933 -1.569653 0.704767 -0.1272 -0.1630 -0.5418
C 2.095617 -1.724159 1.657806 -1.5060 -0.1584 0.1975
F 2.894167 -0.664441 1.725093 0.5875 0.2249 -0.3802
F 1.636817 -1.915727 2.909948 -0.1038 -0.0394 0.3084
F 2.807845 -2.812255 1.350076 0.5606 -0.0879 -0.1058
C 1.968076 0.171605 -3.349600 0.0506 1.3335 -0.1587
C 2.981067 1.293092 -3.001647 -3.3048 -0.7335 -0.4754
O 4.078551 1.043890 -2.778406 3.6517 -0.3005 0.6205
I 2.280040 3.330673 -3.002847 -0.2385 0.0879 -0.0481
H -2.892909 -1.533453 -2.051315 -0.2435 0.4650 -0.0726
H -2.054186 -0.350680 -1.067903 -0.4173 0.1608 -0.2373
H -3.433591 0.210315 -2.085058 0.1856 -0.2782 0.0620
H -2.096027 -0.530827 -4.126249 0.4369 0.1449 0.1143
H -1.223865 0.779556 -3.272573 -0.0785 -0.2852 -0.0130
H -0.832621 -2.089270 -2.377271 0.4750 0.1217 -0.2122
H -0.088324 0.530741 -1.443226 0.4394 -0.1475 -0.0781
H 2.772379 0.083485 -0.532929 -0.0805 0.3069 -0.0828
H 2.385393 -2.040030 -0.890465 -0.3816 0.1279 0.0736
H 0.796251 -2.754970 -1.098553 0.1456 0.4060 -0.2739
H 0.179669 -2.325562 1.008248 0.3177 0.2160 -0.0223
H 0.428824 -0.597931 0.849581 0.3841 -0.2128 0.0999
H 1.338595 0.596345 -4.148928 -0.0201 -0.6475 0.2313
H 2.594870 -0.651291 -3.723307 -0.4711 0.1203 0.0733
C -3.569411 -3.322141 3.752364 -0.2119 -0.3396 0.1322
C -2.078886 -3.205850 3.554560 0.3065 -0.2987 0.1332
O -1.963443 -2.049676 2.723892 -0.2768 0.0165 0.0455
C -3.079042 -1.292663 2.915127 -0.1054 0.3147 -0.0715
O -3.218269 -0.188763 2.499729 0.0644 -0.1608 0.0157
O -4.006666 -1.967640 3.642164 0.3365 0.0588 -0.1542
H -3.833999 -3.737072 4.722691 -0.0920 0.1878 0.0088
H -4.051485 -3.913000 2.970341 0.0309 0.0369 -0.0145
H -1.544009 -3.023625 4.488932 -0.0357 0.0331 -0.0151
H -1.649891 -4.079115 3.066718 0.0528 0.1469 -0.1306
C 0.308106 3.908880 1.366456 -0.1909 -0.3531 0.1212
C 1.790431 4.087299 1.163020 0.3689 -0.3628 0.0364
O 1.856717 5.263112 0.355645 -0.3499 0.0763 0.1133
C 0.716034 5.972583 0.566724 -0.0108 0.2308 -0.0963
O 0.528956 7.078286 0.174376 0.0132 -0.1474 0.0495
O -0.182487 5.247534 1.286354 0.2819 0.0843 -0.1382
H 0.065585 3.464042 2.329623 -0.1089 0.1784 0.0113
H -0.154646 3.315248 0.574543 0.0499 0.0304 -0.0239
H 2.323580 4.271356 2.098721 -0.0548 0.0470 -0.0009
H 2.249303 3.240541 0.654220 0.0133 0.1453 -0.1636
```
Positions in Å, forces in eV/Å.

Computed properties:
total energy = -2547.42663 a.u.
SMILES = CC[C@@H](Cl)[PH](O)(CCC(F)(F)F)CC(=O)I.O=C1OCCO1.O=C1OCCO1
2S+1 = 1
HOMO-LUMO gap = 0.3606 hartree
HOMO level = -9.633 eV

---

Entry 4:
ORCA calculation (wB97M-V/def2-TZVPD) on a structure of composition C14H22ClI2O3P2Ru in a non-equilibrium geometry.

Geometry as XYZ:
```
45
Properties=species:S:1:pos:R:3:forces:R:3
I -1.225256 -3.159383 -1.738242 2.3051 -0.0953 2.7247
I -3.024135 -2.699501 -3.637700 -2.3224 0.4101 -2.4908
Ru -0.346441 -0.610808 -0.685908 -1.0015 -2.2478 0.0621
P 1.024532 -1.069631 -2.451297 2.3873 0.2930 -1.1373
C 2.663458 -1.219933 -1.705718 -0.1354 -0.0669 -0.3284
C 1.094058 -2.275346 -3.820070 -0.4089 -0.2314 0.2050
H 1.979474 -1.978454 -4.407589 -0.3307 -0.0648 0.1958
H 1.553910 0.344785 -4.232523 -0.2557 0.4275 0.0038
H 0.191104 -2.190037 -4.440533 0.3397 -0.1199 0.0563
H -0.098555 0.718691 -3.558358 0.2212 0.2804 -0.2627
H 2.637956 -2.027045 -0.963294 0.3289 0.1338 -0.2817
H 1.227007 -3.306391 -3.466958 -0.0214 0.2681 -0.1869
C 0.950394 0.504672 -3.330577 0.1389 -0.3032 0.3533
H 3.342576 -1.447732 -2.534363 0.2545 0.0152 0.4101
H 1.392112 1.239173 -2.641228 -0.2908 0.0052 -0.6153
H 2.905364 -0.259009 -1.247764 0.1834 -0.1692 0.0302
P -2.406617 -0.943125 0.375603 -1.2122 0.7652 1.4462
C -2.119288 -0.672877 2.147327 -0.0912 -0.0127 -0.2465
C -3.320088 0.512345 -0.231025 0.2933 -0.3589 0.1916
H -4.069780 -2.392778 -0.638958 0.0914 -0.1083 0.5167
H -4.437600 -2.005956 1.081403 0.3180 -0.0013 -0.2687
H -3.170006 -3.214702 0.709392 -0.2760 0.0961 -0.1497
C -3.640308 -2.283043 0.370387 0.2119 -0.0892 -0.2906
H -3.602242 0.309977 -1.276729 -0.1110 0.3895 0.3509
H -4.201554 0.574822 0.427749 0.1002 0.2701 -0.4623
H -3.109989 -0.579384 2.619701 0.4594 0.0164 0.1218
H -1.530001 0.250818 2.255133 -0.2112 -0.4057 0.2014
H -2.672698 1.401475 -0.136387 -0.5045 -0.2817 -0.1578
H -1.576118 -1.549622 2.535927 -0.2201 0.4210 0.1142
C 0.726591 -1.288046 0.695435 2.0462 -2.7338 3.0595
O 1.332012 -1.772852 1.584686 -2.6336 2.4816 -3.9481
Cl 2.403445 2.992505 5.703675 -0.5814 -0.2069 -1.2834
C 1.944983 2.741093 4.073786 1.4651 0.7723 2.7629
C 2.961868 2.605333 3.142440 1.4285 -1.1476 -1.9756
C 2.643656 2.310810 1.832222 0.5948 0.8583 0.7660
C 1.303622 2.243351 1.408610 0.2785 -0.1834 1.1630
C 0.296898 2.460019 2.358808 0.1290 0.5839 1.6949
C 0.619027 2.730736 3.706776 -2.8069 -0.5489 -1.9810
C 1.026646 1.769999 0.029721 1.5455 0.9673 -0.6619
O 1.914106 1.909682 -0.801654 -1.3035 -0.5381 0.7833
O -0.162090 1.235820 -0.139195 -0.0806 0.2729 -0.2572
H 4.017342 2.563427 3.411730 -0.3474 0.3443 0.2529
H 3.457328 2.216092 1.140158 0.0798 -0.2423 -0.3950
H -0.725048 2.438173 2.030367 -0.3209 0.0384 0.1134
H -0.171653 2.871857 4.445034 0.2665 0.0466 -0.1987
```
Positions in Å, forces in eV/Å.

Computed properties:
total energy = -2604.44010 a.u.
ΔE to the lowest compared entry with this formula, charge and spin = 16.7 kcal per mole
2S+1 = 5
HOMO-LUMO gap (alpha / beta) = 0.2295 / 0.2176 hartree
HOMO level (alpha / beta) = -16.979 / -18.959 eV
net charge = +3

---

Question: Which of these has the highest 2S+1?
Answer: C14H22ClI2O3P2Ru

---

Question: Which of these has the lowest total energy?
Answer: C14H22Al2BrCl2F3LiO9